(1)
ORCA calculation (the ωB97M-V functional and the def2-TZVPD basis) on C4H12O7Zn as an isolated structure.

Each line ends with the Löwdin charge.
Element x y z (Å)
Zn: 0.037 -0.004 0.313  0.70
C: 2.161 1.950 -2.806  -0.02
C: 1.632 1.660 -1.434  -0.70
O: 2.066 2.303 -0.475  -0.01
O: 0.808 0.678 -1.327  -0.11
H: 2.579 2.947 -2.919  0.07
H: 1.390 1.854 -3.575  0.08
H: 2.947 1.224 -3.026  0.08
C: -2.970 -2.504 1.025  0.00
C: -1.798 -1.625 0.739  -0.70
O: -1.058 -1.207 1.694  -0.08
O: -1.526 -1.306 -0.443  -0.03
H: -3.731 -1.896 1.521  0.09
H: -2.725 -3.298 1.728  0.08
H: -3.364 -2.932 0.110  0.08
O: 1.488 -1.612 0.196  -0.01
H: 1.705 -2.156 0.959  0.08
H: 1.832 -2.067 -0.578  0.08
O: 1.098 0.703 1.945  -0.02
H: 1.735 1.416 2.064  0.09
H: 0.768 0.448 2.813  0.08
O: -1.347 1.640 0.471  -0.01
H: -1.962 1.787 -0.255  0.09
H: -1.765 1.998 1.259  0.08

Properties
Total charge ... 0
HOMO-LUMO gap ... 8.79 eV
LUMO ... 0.070 eV
Maximum force ... 0.02231 Eh/bohr
E_tot ... -67096.1893 eV



(2)
ORCA calculation (the ωB97M-V functional and the def2-TZVPD basis) on a 2-piece molecular cluster, C5H7FN2O3S overall.

Each line ends with the Löwdin charge.
Element x y z (Å)
C: -1.083 0.618 1.259  -0.07
C: -0.917 -0.653 1.772  -0.08
C: -1.358 0.715 -0.104  -0.15
C: -1.070 -1.712 0.878  -0.14
C: 1.815 -0.145 -1.548  -0.08
N: -1.465 -0.339 -0.888  0.00
N: -1.343 -1.537 -0.400  0.01
O: 1.534 1.380 0.732  -0.21
O: 1.848 -0.638 2.107  -0.20
O: 1.728 -0.840 -0.310  -0.23
F: 3.628 0.203 0.684  -0.15
S: 2.029 0.070 0.905  0.58
H: -1.004 1.496 1.883  0.11
H: -0.689 -0.824 2.811  0.11
H: -1.500 1.670 -0.590  0.11
H: -0.978 -2.742 1.195  0.11
H: 1.869 -0.902 -2.329  0.11
H: 2.708 0.479 -1.555  0.09
H: 0.927 0.472 -1.683  0.08

Properties
Total charge ... 0
Structure (SMILES) ... COS(=O)(=O)F.c1ccnnc1
HOMO-LUMO gap ... 9.89 eV
LUMO ... 0.693 eV
Maximum force ... 0.03732 Eh/bohr
E_tot ... -27972.0066 eV



(3)
ORCA calculation (the ωB97M-V functional and the def2-TZVPD basis) on C32H40MoN10O2S3 as an isolated structure.

Each line ends with the Löwdin spin population.
Element x y z (Å)
Mo: -1.064 -0.407 0.050  0.96
S: -1.046 2.001 0.901  0.15
C: 0.553 1.754 0.333  0.09
N: 1.560 2.394 0.845  0.09
N: 2.764 2.207 0.353  0.32
C: 3.894 2.604 1.032  0.02
C: 5.121 2.568 0.356  0.09
C: 6.259 2.990 1.007  -0.01
C: 6.187 3.428 2.327  0.12
C: 4.966 3.441 3.003  0.00
C: 3.816 3.035 2.365  0.08
N: 0.546 0.692 -0.598  0.01
N: 0.801 -0.563 0.012  -0.07
C: 2.110 -1.107 0.104  -0.01
C: 2.696 -1.232 1.355  0.00
C: 4.028 -1.614 1.447  0.00
C: 4.748 -1.912 0.299  0.00
C: 4.138 -1.821 -0.950  0.00
C: 2.824 -1.395 -1.055  0.00
H: 2.879 1.838 -0.590  0.00
H: 5.171 2.228 -0.673  0.00
H: 7.206 2.987 0.486  0.00
H: 7.087 3.760 2.828  0.01
H: 4.922 3.773 4.030  0.00
H: 2.855 3.054 2.858  0.00
H: 2.115 -0.991 2.237  0.00
H: 4.504 -1.662 2.418  0.00
H: 5.789 -2.199 0.371  0.00
H: 4.698 -2.065 -1.844  0.00
H: 2.353 -1.256 -2.021  0.00
N: -6.851 -4.329 4.030  0.00
C: -6.013 -3.399 3.527  0.00
C: -6.510 -2.151 3.094  0.00
C: -5.665 -1.203 2.582  0.00
C: -4.299 -1.490 2.483  0.00
C: -3.781 -2.722 2.896  0.00
C: -4.631 -3.662 3.419  0.00
S: -3.269 -0.329 1.781  0.00
O: -3.681 1.013 2.024  0.00
O: -1.836 -0.679 2.095  0.01
N: -3.104 -0.627 0.167  0.00
C: -3.345 0.234 -0.881  0.02
N: -4.455 0.862 -1.174  0.00
C: -4.417 1.625 -2.268  0.02
C: -3.285 1.754 -3.068  0.00
C: -2.150 1.087 -2.675  0.01
N: -2.173 0.329 -1.576  0.01
H: -7.827 -4.130 4.155  0.00
H: -6.502 -5.198 4.390  0.00
H: -7.569 -1.944 3.179  0.00
H: -6.038 -0.238 2.262  0.00
H: -2.718 -2.913 2.824  0.00
H: -4.244 -4.614 3.763  0.00
H: -5.336 2.148 -2.507  0.00
H: -3.290 2.365 -3.958  0.00
H: -1.210 1.150 -3.208  0.00
C: -0.871 -6.243 -3.124  0.00
C: -1.335 -5.089 -4.015  0.00
C: -1.576 -3.770 -3.276  0.00
C: -0.307 -3.022 -2.869  0.00
N: 0.463 -3.633 -1.776  0.00
C: 0.145 -3.639 -0.488  0.01
S: -1.324 -2.901 0.095  0.04
N: 0.937 -4.288 0.352  0.00
C: 0.789 -4.362 1.814  0.00
C: -0.288 -5.326 2.304  0.00
C: 0.031 -6.809 2.091  0.00
C: -0.238 -7.311 0.670  0.00
H: -0.802 -7.162 -3.706  0.00
H: -1.579 -6.414 -2.310  0.00
H: 0.114 -6.065 -2.689  0.00
H: -2.275 -5.380 -4.486  0.00
H: -0.613 -4.929 -4.821  0.00
H: -2.198 -3.947 -2.397  0.00
H: -2.121 -3.090 -3.937  0.00
H: -0.558 -2.006 -2.569  0.00
H: 0.364 -2.971 -3.727  0.00
H: 1.300 -4.127 -2.045  0.00
H: 1.735 -4.770 -0.037  0.00
H: 0.582 -3.357 2.181  0.00
H: 1.758 -4.676 2.203  0.00
H: -1.241 -5.085 1.824  0.00
H: -0.399 -5.133 3.374  0.00
H: -0.586 -7.384 2.782  0.00
H: 1.073 -7.006 2.363  0.00
H: -1.238 -7.019 0.339  0.00
H: -0.182 -8.399 0.637  0.00
H: 0.488 -6.930 -0.052  0.00

Properties
Total charge ... +2
Spin multiplicity ... 3
⟨S²⟩ ... 2.056
HOMO-LUMO gap (alpha / beta) ... 6.52 / 5.44 eV
LUMO (alpha / beta) ... -6.255 / -7.338 eV
Maximum force ... 0.03662 Eh/bohr
E_tot ... -87175.8834 eV



(4)
ORCA calculation (the ωB97M-V functional and the def2-TZVPD basis) on a 6-piece molecular cluster, C24H50NO15PS2 overall.

Each line ends with the Löwdin charge.
Element x y z (Å)
C: -1.733 -1.678 -0.041  -0.02
C: -0.338 -2.253 -0.038  -0.47
C: -0.191 -3.705 -0.422  -0.05
N: 0.640 -1.483 0.258  -0.13
P: 1.841 -2.163 1.315  0.95
C: 1.792 -1.081 2.793  -0.33
C: 1.130 -1.689 4.058  -0.32
C: 0.456 -3.052 3.949  -0.60
S: 1.698 -4.362 4.157  0.69
C: 3.524 -1.943 0.601  -0.37
C: 4.395 -3.096 1.112  -0.35
C: 4.134 -4.431 0.427  -0.57
S: 4.257 -4.410 -1.385  0.71
H: -1.740 -0.739 -0.593  0.07
H: -2.482 -2.355 -0.435  0.07
H: -1.971 -1.432 0.995  0.08
H: 0.586 -3.818 -1.173  0.07
H: 0.040 -4.313 0.453  0.07
H: -1.121 -4.074 -0.850  0.07
H: 2.826 -0.827 3.036  0.08
H: 1.310 -0.130 2.562  0.07
H: 1.893 -1.780 4.832  0.09
H: 0.388 -0.994 4.447  0.09
H: -0.234 -3.149 4.785  0.06
H: -0.125 -3.181 3.039  0.05
H: 0.967 -5.426 3.813  -0.16
H: 3.422 -1.959 -0.483  0.05
H: 3.994 -0.996 0.871  0.08
H: 5.451 -2.829 1.103  0.11
H: 4.125 -3.254 2.162  0.08
H: 3.152 -4.804 0.709  0.05
H: 4.874 -5.164 0.738  0.06
H: 3.000 -4.202 -1.787  -0.17
C: 4.903 -2.864 -4.739  -0.05
O: 4.643 -2.803 -6.144  0.01
C: 3.977 -3.852 -6.621  -0.63
O: 3.591 -4.794 -5.981  0.12
O: 3.808 -3.677 -7.931  0.00
C: 3.100 -4.738 -8.576  -0.04
H: 5.438 -1.954 -4.486  0.10
H: 3.972 -2.902 -4.177  0.08
H: 5.519 -3.727 -4.496  0.09
H: 2.098 -4.839 -8.163  0.10
H: 3.639 -5.677 -8.474  0.10
H: 3.038 -4.463 -9.625  0.09
C: 0.292 1.513 -0.761  -0.04
O: 1.120 2.631 -0.402  0.01
C: 0.585 3.819 -0.653  -0.63
O: -0.499 4.022 -1.140  0.10
O: 1.449 4.761 -0.279  0.01
C: 0.991 6.100 -0.498  -0.03
H: 0.835 0.607 -0.495  0.06
H: -0.642 1.544 -0.203  0.09
H: 0.085 1.527 -1.831  0.10
H: 0.085 6.293 0.073  0.10
H: 0.806 6.281 -1.556  0.09
H: 1.788 6.750 -0.151  0.09
C: -1.737 8.938 -6.128  -0.04
O: -1.165 8.210 -5.040  0.00
C: -1.084 6.895 -5.247  -0.63
O: -1.442 6.317 -6.238  0.13
O: -0.539 6.339 -4.169  0.00
C: -0.387 4.917 -4.246  -0.03
H: -1.739 9.981 -5.825  0.09
H: -1.136 8.819 -7.028  0.10
H: -2.756 8.608 -6.317  0.10
H: 0.268 4.648 -5.073  0.10
H: -1.354 4.431 -4.359  0.10
H: 0.055 4.608 -3.309  0.06
C: -3.262 2.421 7.763  -0.03
O: -3.155 2.697 6.362  0.00
C: -2.041 2.237 5.798  -0.64
O: -1.163 1.633 6.354  0.13
O: -2.073 2.552 4.503  -0.02
C: -0.942 2.087 3.763  -0.03
H: -4.207 2.849 8.082  0.09
H: -3.264 1.348 7.943  0.10
H: -2.444 2.888 8.308  0.10
H: -0.885 1.000 3.808  0.08
H: -0.022 2.525 4.142  0.10
H: -1.091 2.400 2.733  0.09
C: -4.619 0.434 3.800  -0.02
O: -4.494 -0.964 3.509  0.00
C: -5.584 -1.515 2.980  -0.63
O: -6.619 -0.951 2.746  0.13
O: -5.328 -2.804 2.753  0.00
C: -6.423 -3.524 2.181  -0.04
H: -3.670 0.743 4.220  0.07
H: -4.814 0.999 2.891  0.11
H: -5.410 0.610 4.526  0.10
H: -6.697 -3.104 1.215  0.10
H: -7.283 -3.509 2.848  0.10
H: -6.078 -4.545 2.052  0.09

Properties
Total charge ... 0
Structure (SMILES) ... CC(C)=NP(CCCS)CCCS.COC(=O)OC.COC(=O)OC.COC(=O)OC.COC(=O)OC.COC(=O)OC
HOMO-LUMO gap ... 7.93 eV
LUMO ... 0.370 eV
Maximum force ... 0.03099 Eh/bohr
E_tot ... -88859.9820 eV